The following is a quantum chemistry calculation of a molecular structure, C40H44BiCl2N4O7SSi in a non-equilibrium geometry, from OMol25.

```
! RIJCOSX wB97M-V def2-TZVPD def2/J DEFGRID3
* xyz -1 1
Bi -21.5536 4.7979 -5.9747
Cl -26.4720 0.9774 -8.9111
C -24.9435 1.4139 -8.1942
C -24.8881 2.1922 -7.0663
C -23.6793 2.5636 -6.4406
N -23.4924 3.3745 -5.3518
C -24.4491 3.6837 -4.4664
O -25.6115 3.2703 -4.5023
C -24.0020 4.5626 -3.3808
C -24.7188 5.7247 -3.0392
C -24.1899 6.6232 -2.1160
C -23.0826 6.2222 -1.4427
C -22.4908 5.0112 -1.7631
N -22.8874 4.2462 -2.7306
C -22.4770 2.0625 -7.0830
C -22.5453 1.3838 -8.2858
C -23.7665 1.0859 -8.8423
Cl -23.7107 0.2743 -10.4353
N -21.2587 2.6437 -6.6066
C -20.3321 1.8403 -6.1368
O -20.0665 0.6657 -6.3917
C -19.3735 2.5678 -5.1834
C -18.2187 1.9357 -4.7681
C -17.4650 2.6020 -3.7802
C -17.8257 3.8535 -3.3492
C -19.0363 4.3660 -3.7991
N -19.7736 3.7369 -4.6876
H -25.8170 2.4888 -6.5750
H -25.6218 5.9437 -3.5958
H -24.6454 7.5563 -1.9638
H -22.6017 6.8870 -0.7250
H -21.6160 4.7302 -1.2227
H -21.6981 1.2026 -8.9094
H -17.9912 0.9741 -5.1804
H -16.6169 2.1241 -3.3358
H -17.3399 4.3695 -2.5298
H -19.4812 5.3025 -3.3964
C -15.5242 4.2179 -9.1896
C -16.9557 3.7479 -8.9854
C -17.1751 3.0935 -7.6365
C -17.4848 2.8797 -10.1118
O -17.7794 4.9561 -9.0827
Si -18.4284 5.8841 -7.8619
O -19.5763 5.3138 -6.9591
O -17.0781 6.3249 -6.9864
C -16.6829 7.5229 -6.3094
C -17.8604 8.3514 -5.8153
C -15.8041 7.1222 -5.1430
C -15.8035 8.3077 -7.2972
O -18.9155 7.2954 -8.6740
C -20.0063 7.7225 -9.5499
C -21.3644 7.0977 -9.1450
C -20.0633 9.2635 -9.4375
C -19.5834 7.3922 -11.0021
H -14.8180 3.3468 -9.1171
H -15.2559 4.9644 -8.3909
H -15.4999 4.7863 -10.1486
H -16.5641 2.1560 -7.5127
H -18.1749 2.7989 -7.4844
H -16.8911 3.7430 -6.7749
H -16.7814 2.0816 -10.2516
H -17.5311 3.4820 -10.9976
H -18.4761 2.4800 -9.8485
H -18.4697 7.7907 -5.1020
H -18.4722 8.6392 -6.6811
H -17.5452 9.2852 -5.3156
H -16.4554 6.6039 -4.3484
H -15.1780 7.8985 -4.6966
H -15.0929 6.3287 -5.4535
H -16.4002 8.8407 -8.0234
H -15.1503 7.6482 -7.8347
H -15.1680 9.0307 -6.7764
H -21.7516 7.4892 -8.1892
H -21.2521 6.0036 -9.0999
H -22.0733 7.3679 -9.9092
H -20.4091 9.6082 -8.4174
H -20.7335 9.7231 -10.1646
H -19.0161 9.6311 -9.4621
H -19.4291 6.3503 -11.1369
H -18.5880 7.8072 -11.1221
H -20.3059 7.8073 -11.7680
C -22.9504 12.9190 -1.8795
C -21.7343 13.6563 -1.5201
O -21.7935 14.6968 -0.8419
S -20.1351 13.1287 -2.1117
C -20.4561 11.4754 -2.6810
C -20.4560 11.1383 -4.0201
C -20.8031 9.8583 -4.3723
C -20.9521 8.8424 -3.3957
C -20.7573 9.1456 -2.0593
C -20.5607 10.4667 -1.7012
C -21.0728 7.5149 -3.8676
C -21.2421 6.3375 -4.2001
H -22.7693 11.8574 -2.1763
H -23.4938 13.4021 -2.6695
H -23.5509 13.0295 -0.9621
H -20.3549 11.9001 -4.7789
H -20.8900 9.5923 -5.4018
H -20.8481 8.3788 -1.3287
H -20.6243 10.8172 -0.7105
*
```

Output
**Energy**: -112090.9843 eV
**HOMO level**: -5.26 eV
**Max |F|**: 3.1 eV/Å